No. 1
Computed, not measured: a molecular structure, C65H57N5OOsP3Te at a distorted geometry, with ωB97M-V/def2-TZVPD.

ORCA input file:
```
! RIJCOSX wB97M-V def2-TZVPD def2/J DEFGRID3
* xyz 3 5
Os -0.09 -0.16 0.15
C 0.96 4.28 0.71
C 0.04 3.75 -0.38
C -1.22 3.12 0.22
C 0.76 2.75 -1.32
C 2.07 3.28 -1.93
O 3.09 2.51 -1.29
C 2.51 1.56 -0.59
N 1.22 1.56 -0.58
C 3.42 0.65 0.12
C 4.54 1.28 0.67
C 5.50 0.55 1.35
C 5.39 -0.83 1.41
C 4.30 -1.47 0.83
C 3.29 -0.74 0.21
P 1.84 -1.66 -0.46
C 1.87 -3.32 0.33
C 2.62 -4.37 -0.19
C 2.57 -5.62 0.41
C 1.77 -5.85 1.52
C 1.01 -4.81 2.04
C 1.06 -3.56 1.44
C 2.36 -2.15 -2.13
C 1.42 -2.81 -2.92
C 1.79 -3.34 -4.14
C 3.10 -3.23 -4.58
C 4.04 -2.57 -3.80
C 3.67 -2.01 -2.58
H 0.40 4.92 1.39
H 1.76 4.89 0.28
H 1.41 3.48 1.28
H -0.28 4.58 -1.02
H -0.98 2.14 0.68
H -1.99 2.98 -0.54
H -1.61 3.76 1.00
H 0.06 2.45 -2.11
H 2.27 4.33 -1.75
H 2.12 3.10 -3.01
H 4.64 2.35 0.58
H 6.34 1.05 1.81
H 6.15 -1.42 1.90
H 4.24 -2.55 0.84
H 3.25 -4.23 -1.06
H 3.17 -6.43 0.01
H 1.73 -6.82 1.98
H 0.39 -4.97 2.91
H 0.46 -2.75 1.85
H 0.40 -2.91 -2.56
H 1.06 -3.85 -4.75
H 3.40 -3.68 -5.51
H 5.06 -2.49 -4.13
H 4.41 -1.50 -1.98
Te -1.89 -1.66 4.66
C -2.60 -3.65 4.28
C -2.29 -4.34 3.11
C -2.61 -5.69 3.04
N -3.19 -6.31 4.05
C -3.51 -5.68 5.15
C -3.23 -4.32 5.31
C -1.18 -1.21 2.75
P 0.32 -0.21 2.52
C 1.48 -0.88 3.77
C 2.50 -1.77 3.45
C 3.29 -2.30 4.46
C 3.09 -1.93 5.78
C 2.08 -1.03 6.09
C 1.27 -0.51 5.10
C 0.16 1.47 3.24
C -1.04 2.05 3.63
C -1.05 3.29 4.24
C 0.15 3.95 4.49
C 1.35 3.38 4.10
C 1.36 2.15 3.46
P -2.10 -0.93 1.21
C -2.60 -2.32 0.11
C -3.81 -2.16 -0.57
C -4.15 -3.02 -1.60
C -3.29 -4.03 -1.98
C -2.09 -4.20 -1.31
C -1.73 -3.34 -0.29
C -3.72 -0.45 1.91
C -4.54 -1.49 2.38
C -5.69 -1.19 3.09
C -6.02 0.13 3.37
C -5.22 1.15 2.90
C -4.08 0.87 2.16
H -1.79 -3.86 2.29
H -2.37 -6.29 2.17
H -3.98 -6.26 5.93
H -3.49 -3.82 6.23
H 2.68 -2.05 2.43
H 4.06 -3.02 4.21
H 3.71 -2.34 6.56
H 1.92 -0.74 7.12
H 0.51 0.22 5.35
H -1.97 1.51 3.48
H -1.98 3.73 4.55
H 0.14 4.90 5.00
H 2.29 3.87 4.32
H 2.29 1.69 3.16
H -4.49 -1.38 -0.28
H -5.10 -2.89 -2.11
H -3.56 -4.69 -2.80
H -1.42 -5.00 -1.59
H -0.79 -3.49 0.21
H -4.28 -2.52 2.17
H -6.32 -2.00 3.42
H -6.91 0.34 3.94
H -5.47 2.18 3.12
H -3.47 1.68 1.79
C -3.09 0.38 -2.92
C -2.34 0.35 -1.76
N -1.04 0.01 -1.75
C -0.45 -0.25 -2.92
C -1.13 -0.30 -4.13
C -2.50 0.02 -4.11
C -0.57 -0.72 -5.41
C 0.65 -0.71 -5.96
C 1.95 -0.20 -5.53
C 2.97 -0.17 -6.50
C 4.20 0.30 -6.11
N 4.41 0.71 -4.87
C 3.41 0.66 -4.02
N 2.19 0.23 -4.30
H -4.13 0.67 -2.87
H -2.79 0.61 -0.81
H 0.62 -0.43 -2.92
H -3.08 -0.01 -5.02
H -1.35 -1.11 -6.07
H 0.70 -1.11 -6.96
H 2.79 -0.50 -7.51
H 5.04 0.36 -6.79
H 3.61 1.02 -3.02
*
```

Output
LUMO energy (spin up / spin down)   -7.59 / -9.90 eV
HOMO (spin up / spin down)   -15.02 / -15.30 eV
<S²>   6.025
HOMO-LUMO gap (spin up / spin down)   7.438 / 5.393 eV
Molar mass   1334.96 g/mol
E   -4241.99111 a.u.

No. 2
Computed, not measured: a molecular structure, C65H61F2InN2O2S3Sb2, with ωB97M-V/def2-TZVPD.

ORCA input file:
```
! RIJCOSX wB97M-V def2-TZVPD def2/J DEFGRID3
* xyz 2 1
In -0.05 0.18 0.08
C 3.39 -0.64 1.21
C 3.40 -1.21 2.62
C 2.12 -2.01 2.91
Sb 0.26 -0.92 2.80
C -0.66 -1.58 4.62
C -2.02 -1.85 4.75
C -2.53 -2.09 6.02
C -1.71 -2.07 7.13
C -0.35 -1.82 6.98
C 0.18 -1.57 5.73
C 0.43 1.05 3.64
C -0.61 1.91 3.29
C -0.71 3.17 3.85
C 0.21 3.57 4.80
C 1.23 2.70 5.19
C 1.34 1.45 4.60
Sb 5.31 0.17 0.48
C 4.89 2.26 0.74
C 3.85 2.78 1.51
C 3.71 4.16 1.67
C 4.62 5.03 1.08
C 5.66 4.52 0.32
C 5.80 3.15 0.15
C 6.37 -0.05 2.34
C 6.20 0.82 3.41
C 6.86 0.59 4.61
C 7.69 -0.52 4.75
C 7.89 -1.37 3.68
C 7.23 -1.14 2.48
H 2.65 0.17 1.09
H 3.14 -1.44 0.51
H 3.55 -0.42 3.36
H 4.23 -1.90 2.72
H 2.13 -2.47 3.90
H 2.03 -2.81 2.16
H -2.66 -1.88 3.89
H -3.59 -2.30 6.14
H -2.11 -2.24 8.12
H 0.30 -1.81 7.85
H 1.24 -1.37 5.62
H -1.37 1.59 2.58
H -1.51 3.84 3.54
H 0.14 4.55 5.25
H 1.93 3.00 5.95
H 2.16 0.81 4.90
H 3.13 2.12 1.99
H 2.89 4.54 2.27
H 4.51 6.09 1.22
H 6.38 5.19 -0.13
H 6.62 2.76 -0.43
H 5.58 1.71 3.31
H 6.74 1.28 5.44
H 8.19 -0.70 5.70
H 8.56 -2.21 3.77
H 7.39 -1.81 1.64
C -5.86 -7.08 0.52
C -4.83 -6.02 0.26
C -3.47 -6.33 0.26
C -2.53 -5.35 0.00
C -2.94 -4.05 -0.26
C -4.29 -3.72 -0.27
C -5.22 -4.71 -0.01
S -1.64 -2.89 -0.57
O -1.86 -1.65 0.28
C -1.86 -2.43 -2.29
C -0.85 -3.07 -3.05
C -0.77 -2.90 -4.40
C -1.65 -2.00 -5.04
C -1.57 -1.80 -6.45
C -2.42 -0.93 -7.07
C -3.35 -0.20 -6.31
C -3.46 -0.38 -4.96
C -2.63 -1.32 -4.28
C -2.78 -1.59 -2.88
C -4.07 -1.07 -2.30
C -5.25 -1.73 -2.83
C -5.15 -2.94 -3.55
C -6.27 -3.57 -4.02
C -7.55 -3.01 -3.81
C -7.68 -1.85 -3.12
C -6.54 -1.20 -2.59
C -6.67 -0.03 -1.80
C -5.58 0.55 -1.24
C -4.28 0.04 -1.49
S -3.04 0.81 -0.48
O -1.71 0.68 -1.27
C -3.41 2.53 -0.69
C -3.66 3.27 0.46
C -3.76 4.65 0.39
C -3.61 5.30 -0.83
C -3.66 6.80 -0.90
C -3.37 4.54 -1.98
C -3.27 3.17 -1.92
H -5.43 -7.95 1.00
H -6.32 -7.40 -0.42
H -6.66 -6.70 1.16
H -3.16 -7.35 0.47
H -1.47 -5.60 0.00
H -4.60 -2.70 -0.44
H -6.27 -4.46 -0.03
H -0.17 -3.74 -2.54
H -0.03 -3.43 -4.99
H -0.83 -2.36 -7.01
H -2.37 -0.79 -8.14
H -4.00 0.51 -6.81
H -4.18 0.20 -4.41
H -4.19 -3.39 -3.71
H -6.18 -4.51 -4.55
H -8.43 -3.52 -4.20
H -8.65 -1.41 -2.95
H -7.66 0.39 -1.64
H -5.69 1.43 -0.62
H -3.76 2.75 1.41
H -3.96 5.22 1.28
H -4.46 7.19 -0.27
H -3.82 7.15 -1.92
H -2.73 7.23 -0.53
H -3.27 5.05 -2.94
H -3.10 2.57 -2.81
F 2.54 0.22 -1.43
C 1.32 -0.37 -1.64
F 0.76 0.29 -2.71
H 1.50 -1.40 -1.95
C 3.32 3.43 -2.26
N 2.43 3.23 -1.12
C 1.13 3.03 -1.10
S 0.41 2.66 0.48
N 0.30 3.16 -2.12
C 0.57 3.59 -3.49
H 4.33 3.47 -1.86
H 3.12 4.37 -2.77
H 3.26 2.60 -2.96
H 2.88 3.12 -0.22
H -0.66 2.96 -1.89
H 1.29 2.94 -3.98
H 0.92 4.62 -3.51
H -0.37 3.54 -4.04
*
```

Output
Energy above the lowest of the compared OMol25 structures with the same formula, charge and spin   0.0 kJ/mol
LUMO energy   -5.24 eV
HOMO   -12.20 eV
HOMO-LUMO gap   6.952 eV
Molar mass   1394.75 g/mol
E   -4837.90802 a.u.

No. 3
Computed, not measured: a molecular structure, C65H78N3O5P3PtS at a distorted geometry, with ωB97M-V/def2-TZVPD.

ORCA input file:
```
! RIJCOSX wB97M-V def2-TZVPD def2/J DEFGRID3
* xyz 2 1
Pt 0.03 0.22 -0.32
C -6.22 1.67 0.39
C -5.21 0.96 1.31
C -5.89 0.59 2.64
C -4.71 -0.31 0.60
C -5.44 -1.49 0.59
C -4.99 -2.62 -0.08
C -3.76 -2.61 -0.72
C -2.99 -1.45 -0.72
P -1.34 -1.41 -1.53
C -1.71 -1.23 -3.31
C -0.80 -1.64 -4.28
C -1.10 -1.55 -5.64
C -2.32 -1.02 -6.03
C -3.23 -0.57 -5.07
C -2.92 -0.68 -3.72
C -0.82 -3.14 -1.24
C -0.71 -4.11 -2.23
C -0.47 -5.44 -1.88
C -0.40 -5.81 -0.55
C -0.54 -4.84 0.44
C -0.71 -3.52 0.10
C -3.50 -0.33 -0.08
O -2.71 0.80 -0.14
C -2.88 1.80 0.79
C -1.83 2.70 0.85
C -1.91 3.76 1.74
C -3.04 3.89 2.54
C -4.08 2.98 2.43
C -4.03 1.91 1.54
P -0.56 2.51 -0.43
C -1.38 3.13 -1.92
C -1.75 4.48 -1.97
C -2.47 4.96 -3.04
C -2.85 4.10 -4.07
C -2.50 2.76 -4.03
C -1.77 2.27 -2.94
C 0.70 3.75 -0.03
C 1.23 3.80 1.26
C 2.20 4.74 1.58
C 2.63 5.64 0.61
C 2.11 5.60 -0.67
C 1.16 4.64 -1.00
H -7.04 0.99 0.13
H -5.75 2.00 -0.54
H -6.64 2.55 0.89
H -6.84 0.09 2.46
H -6.12 1.49 3.22
H -5.26 -0.06 3.24
H -6.40 -1.53 1.10
H -5.58 -3.53 -0.07
H -3.39 -3.50 -1.21
H 0.17 -2.04 -4.00
H -0.39 -1.88 -6.38
H -2.57 -0.94 -7.09
H -4.18 -0.16 -5.37
H -3.65 -0.35 -2.99
H -0.86 -3.87 -3.27
H -0.39 -6.19 -2.66
H -0.24 -6.85 -0.28
H -0.52 -5.13 1.48
H -0.83 -2.77 0.88
H -1.11 4.49 1.81
H -3.12 4.72 3.23
H -4.97 3.13 3.04
H -1.46 5.16 -1.17
H -2.75 6.01 -3.08
H -3.42 4.49 -4.91
H -2.80 2.09 -4.82
H -1.52 1.23 -2.90
H 0.86 3.12 2.02
H 2.60 4.78 2.59
H 3.37 6.39 0.87
H 2.44 6.30 -1.42
H 0.75 4.61 -2.00
C -2.61 -4.96 7.64
C -1.49 -4.47 6.72
S -1.95 -2.93 5.96
O -2.51 -3.21 4.65
O -2.68 -2.12 6.90
C -0.40 -2.13 5.72
C -0.65 -0.64 5.47
N -0.03 -0.17 4.22
C -0.61 -0.22 3.01
N 0.16 0.37 2.09
C 1.27 0.82 2.75
C 1.18 0.49 4.05
N 2.21 0.73 5.04
O 2.09 0.24 6.15
O 3.14 1.42 4.68
C -1.97 -0.79 2.78
H -2.36 -5.96 8.00
H -3.57 -5.01 7.13
H -2.72 -4.30 8.50
H -1.32 -5.15 5.88
H -0.55 -4.31 7.25
H 0.12 -2.63 4.89
H 0.17 -2.27 6.64
H -0.21 -0.09 6.28
H -1.70 -0.39 5.44
H 2.07 1.35 2.27
H -2.74 -0.03 2.98
H -2.19 -1.65 3.42
H -2.06 -1.09 1.74
C 6.00 2.46 -0.66
C 4.98 3.03 -1.66
C 3.57 2.46 -1.42
C 3.68 1.00 -0.99
C 4.28 0.97 0.43
C 5.31 2.11 0.64
P 2.21 -0.07 -1.22
C 2.02 -0.29 -3.04
C 3.36 -0.55 -3.79
C 3.72 0.60 -4.74
C 2.65 0.80 -5.81
C 1.22 0.67 -5.23
C 1.20 0.82 -3.71
C 2.70 -1.71 -0.55
C 2.59 -1.76 1.00
C 2.90 -3.16 1.58
C 3.70 -4.04 0.60
C 4.75 -3.18 -0.08
C 4.09 -2.19 -1.06
H 6.81 3.18 -0.49
H 6.48 1.56 -1.07
H 5.29 2.80 -2.69
H 4.94 4.12 -1.58
H 2.96 2.61 -2.31
H 3.09 3.00 -0.62
H 4.39 0.51 -1.66
H 4.77 0.01 0.61
H 3.49 1.08 1.16
H 6.02 1.81 1.41
H 4.79 3.00 1.03
H 1.41 -1.19 -3.08
H 3.26 -1.47 -4.38
H 4.19 -0.73 -3.11
H 4.68 0.39 -5.21
H 3.86 1.52 -4.16
H 2.79 0.05 -6.60
H 2.79 1.77 -6.29
H 0.79 -0.30 -5.50
H 0.56 1.43 -5.67
H 0.18 0.79 -3.34
H 1.58 1.81 -3.46
H 1.93 -2.37 -0.95
H 1.59 -1.45 1.30
H 3.28 -1.04 1.43
H 1.98 -3.66 1.86
H 3.48 -3.04 2.49
H 3.03 -4.47 -0.16
H 4.15 -4.88 1.13
H 5.48 -3.77 -0.62
H 5.30 -2.62 0.69
H 3.94 -2.69 -2.02
H 4.77 -1.36 -1.24
*
```

Output
LUMO energy (spin up / spin down)   -6.59 / -6.56 eV
HOMO (spin up / spin down)   -12.47 / -12.49 eV
HOMO-LUMO gap (spin up / spin down)   5.880 / 5.933 eV
Molar mass   1301.42 g/mol
E   -4605.22771 a.u.